Entry 1:
Molecular formula: C4H6FN4O2
Method: DFT, ωB97M-V/def2-TZVPD

Output
- Structure (SMILES): N[C@]1([N+](=O)[O-])C=CNC(F)=[NH+]1
- Total charge: +1
- Energy relative to the best compared isomer or geometry (same formula, charge and spin): 0.5076 eV
- HOMO: -13.91 eV

Last column: Mulliken charge in e.
Element x y z (Å)
F 2.6121 -2.1163 -0.5010  -0.1804
O -1.1000 -2.3479 0.8901  -0.5043
O -2.9013 -1.1418 0.4487  -0.4852
N -1.7508 -1.4342 0.4112  0.8010
N 0.4755 -1.3717 -0.7877  -0.1483
N -1.3489 0.1744 -1.4207  -0.4829
N 1.9228 -0.4798 0.8769  -0.0195
C 1.6809 -1.2914 -0.1709  0.3991
C -0.6435 -0.3352 -0.3881  1.1111
C 0.9464 0.5121 1.2477  -0.3849
C -0.2276 0.4494 0.6942  -0.9048
H 0.4229 -1.8927 -1.6488  0.2608
H -1.1268 1.0421 -1.8504  0.2113
H -0.9022 1.2364 0.9851  0.3810
H 1.0874 1.0501 2.1349  0.4371
H -1.8525 -0.4935 -1.9984  0.2268
H 2.7689 -0.7153 1.3745  0.2822

=====

Entry 2:
Molecular formula: C4H12N4
Method: DFT, ωB97M-V/def2-TZVPD

Output
- Total charge: 0
- Energy relative to the best compared isomer or geometry (same formula, charge and spin): 5.8780 eV
- HOMO (alpha / beta): -7.70 / -7.52 eV

Last column: Mulliken charge in e.
Element x y z (Å)
N -0.5847 0.1894 -0.0764  -0.1470
N 1.2363 1.0100 -1.1978  -0.4862
N 1.1415 -0.5952 1.2850  -0.2783
N -1.7800 -0.4883 1.5758  -0.4370
C -1.4127 1.3055 -0.5016  -0.8832
C -2.2259 -1.5949 1.2162  -0.2769
C 0.3685 0.4047 0.8135  -0.3077
C 1.9115 -0.1574 -1.7007  -0.7190
H 0.4319 1.3416 1.3724  0.5092
H -2.9155 -2.1579 1.8662  0.2907
H 1.5188 -0.5221 2.2143  0.2197
H 1.2133 -0.7673 -2.2768  0.2578
H 2.3666 -0.7977 -0.9248  0.2428
H 1.8933 1.5355 -0.6136  0.2187
H -1.3104 1.4055 -1.5798  0.3220
H -1.9858 -2.0810 0.2551  0.2540
H 0.9760 -1.5217 0.9221  0.2693
H -2.4552 1.1019 -0.2584  0.3342
H 2.7382 0.1406 -2.3646  0.3427
H -1.1257 2.2490 -0.0260  0.2741

=====

Entry 3:
Molecular formula: C5H8N2
Method: DFT, ωB97M-V/def2-TZVPD

Output
- Structure (SMILES): C/N=C/C1=N[C@@H]1C
- Total charge: 0
- Energy relative to the best compared isomer or geometry (same formula, charge and spin): 3.4141 eV
- HOMO: -9.07 eV

Last column: Mulliken charge in e.
Element x y z (Å)
N -1.3840 -0.2200 0.0863  -0.3029
N 1.9042 -1.1236 0.8521  -0.5828
C -0.6602 -1.1909 0.4455  -0.2189
C 1.6091 0.1173 -0.3340  0.1304
C 0.7706 -0.7968 0.4473  0.3712
C -2.7712 -0.3746 -0.2363  -0.7333
C 2.1693 1.4645 0.0720  -1.0638
H 1.6255 2.3194 -0.3597  0.2819
H -2.9413 0.2754 -1.0992  0.2624
H -3.0685 -1.4021 -0.4886  0.3089
H -3.3854 0.0001 0.5874  0.2650
H 3.2124 1.5847 -0.2657  0.2890
H 2.1521 1.5339 1.1554  0.3355
H 1.7357 0.0217 -1.4409  0.2867
H -1.0302 -2.2233 0.6113  0.3707

=====

Entry 4:
Molecular formula: C4H7N3O
Method: DFT, ωB97M-V/def2-TZVPD

Output
- Structure (SMILES): Cc1nc(N)[nH]c1O
- Total charge: 0
- Energy relative to the best compared isomer or geometry (same formula, charge and spin): 1.6415 eV
- HOMO: -6.71 eV

Last column: Mulliken charge in e.
Element x y z (Å)
O 0.3086 2.2447 -0.5711  -0.5196
N -1.1141 0.2854 -0.8722  -0.1719
N -0.1071 -1.0714 0.6247  -0.7025
N -1.0026 -2.0692 -1.3506  -0.4420
C 0.4263 0.1720 0.7793  0.7571
C -0.0456 0.9734 -0.2399  -0.0559
C -0.6814 -0.9761 -0.5762  0.3325
C 1.4132 0.4977 1.8450  -1.1075
H -1.5027 0.5608 -1.7617  0.2452
H -0.8029 -2.9388 -0.8777  0.2590
H -0.0386 2.5555 -1.4137  0.3032
H 1.0683 1.3494 2.4304  0.2735
H 1.5409 -0.3687 2.4877  0.3257
H 2.3757 0.7676 1.4095  0.2823
H -1.8379 -1.9824 -1.9134  0.2209

=====

What energy values result from the calculations? In sequence: -625.01434, -378.42224, -304.71003, -396.08809 Ha.